A molecular structure, C47H65BrClN2O2PPbS2 at a distorted geometry. Source: the OMol25 dataset; level of theory: the ωB97M-V functional and the def2-TZVPD basis.

Atoms and positions in Å:
Pb  -0.4368  -1.7556  1.7520
S  7.0950  -8.5025  1.4784
C  5.4329  -8.0668  1.4321
N  4.9806  -6.8821  2.0055
C  3.9055  -6.1812  1.2517
C  2.6792  -7.1417  1.1510
N  3.1982  -8.3288  0.4185
C  2.4419  -8.9659  -0.5294
C  0.9882  -9.1969  -0.1873
C  0.2475  -9.3094  -1.3663
C  -1.1161  -9.0710  -1.4113
C  -1.8823  -8.8743  -0.2831
C  -1.1982  -8.8285  0.9060
C  0.2308  -9.0772  0.9900
C  4.4517  -8.8486  0.7365
S  4.9550  -10.3811  0.1627
C  5.5743  -6.3618  3.1683
C  5.8865  -4.8741  3.1705
C  6.9568  -4.3291  2.4717
C  7.3159  -2.9186  2.6212
C  6.4719  -2.0877  3.2485
C  5.2399  -2.6006  3.7792
C  4.9186  -3.9308  3.7418
H  4.2637  -5.7789  0.2780
H  3.5430  -5.3091  1.8061
H  1.9121  -6.6697  0.5623
H  2.4401  -7.5279  2.1927
H  2.8765  -9.5529  -1.3477
H  4.6652  -5.5260  -2.8989
H  0.7232  -9.4281  -2.3166
H  -1.5349  -8.8989  -2.3972
H  -2.9620  -8.7455  -0.4478
H  -1.7053  -8.5113  1.7551
H  0.6202  -8.9935  1.9757
H  6.4909  -6.9905  3.3696
H  4.8085  -6.5967  3.9712
H  7.6523  -5.0363  1.9931
H  8.2574  -2.5898  2.1335
H  6.7187  -0.9960  3.1920
H  4.4696  -1.9503  4.1014
H  4.0590  -4.2721  4.1898
C  -3.1409  3.3965  -2.4169
C  -1.7690  2.6587  -2.5415
C  -1.8135  1.5433  -3.5479
C  -0.4677  3.5979  -2.7405
C  0.4124  3.7642  -3.7837
C  0.5870  5.0286  -4.2728
C  1.0208  4.9852  -5.6275
C  0.1416  4.5383  -6.7420
C  2.5509  5.3458  -5.9549
C  0.2754  6.1664  -3.5989
C  -0.1132  5.9498  -2.2907
C  -0.4664  4.6974  -1.8798
C  -0.2093  7.2338  -1.4378
C  8.0357  0.9198  6.1216
C  0.5531  7.2745  -0.0998
C  0.5688  7.6029  -3.6563
C  1.2259  8.2592  -4.6833
C  0.9636  9.6401  -4.7487
C  0.6597  10.3282  -3.5888
C  0.3469  9.6125  -2.4542
C  0.1999  8.2135  -2.4297
P  -8.4143  2.7746  3.6702
C  -7.1059  3.1604  2.3758
C  -7.5315  2.7140  0.9643
C  -5.8884  2.3092  2.8557
C  -6.7526  4.6591  2.3941
C  -10.0572  2.4370  2.7052
C  0.4669  -5.1327  3.6616
C  -10.6037  1.0247  2.5392
C  -10.7422  3.5310  2.0991
H  -3.8653  2.7854  -2.9793
H  -3.1268  4.2602  -3.0874
H  -3.5370  3.7513  -1.4397
H  -1.6024  2.0177  -1.6347
H  -2.1136  1.8133  -4.5564
H  -2.4273  0.7535  -3.1885
H  -0.7746  1.2816  -3.6830
H  0.9343  2.9653  -4.3317
H  -0.8249  5.0295  -6.7405
H  0.1593  3.4257  -6.5752
H  0.5819  4.8509  -7.7190
H  8.0446  1.5256  7.0301
H  2.8198  6.1150  -5.2454
H  2.6547  5.8737  -6.8942
H  3.0297  4.3730  -5.7378
H  -0.6676  4.6563  -0.7782
H  -1.1766  7.0924  -1.0164
H  7.8420  -0.0538  6.3230
H  8.8157  1.2430  5.4570
H  7.1137  1.3896  5.7600
H  -0.0426  6.8204  0.7159
H  0.6187  8.3869  -0.0156
H  2.5284  6.9255  0.1292
H  1.4067  7.8460  -5.6290
H  1.3747  10.1920  -5.5938
H  0.6804  11.4440  -3.6801
H  0.1234  10.1080  -1.4365
H  -8.1601  3.4674  0.4228
H  -8.2499  1.8672  0.8911
H  -6.7153  2.5165  0.3280
H  -5.4997  1.7938  1.8693
H  -5.9887  1.5558  3.6466
H  -5.1100  2.9746  3.2762
H  -7.3634  5.3216  1.7069
H  -5.7094  4.7956  2.0296
H  -6.8836  5.2171  3.3121
H  -0.3062  -5.7296  3.2088
H  1.0227  -5.5488  4.4720
H  1.2323  -5.0154  2.8598
H  -10.0148  0.2393  3.0496
H  -10.6572  0.6068  1.4024
H  -11.6874  0.8852  2.8246
H  -11.8687  3.3192  2.3025
H  -10.8972  3.6882  1.0118
H  -10.6990  4.4638  2.6530
O  4.0249  -6.0919  -2.4278
H  0.0187  -4.1021  3.8775
H  4.4938  -6.8788  -1.9505
Br  0.3646  0.4789  0.6333
O  1.7102  6.5423  -0.1696
Cl  5.8061  -11.5844  1.6058

Computed properties:
**Molecular weight**: 1107.71 g mol⁻¹
**HOMO energy (spin up / spin down)**: -6.915 / -6.984 eV
**LUMO level (spin up / spin down)**: -1.481 / -1.556 eV
**Kohn-Sham gap (spin up / spin down)**: 5.43 / 5.43 eV
**Energy above the lowest of the compared OMol25 structures with the same formula, charge and spin**: 0.0 kcal/mol

These are the Löwdin partial charges, in e, on atoms 1 to 4:
1 Pb 0.3933
2 S 0.5869
3 C -0.7293
4 N -0.1545